1.
4 unconnected molecules or ions with the total composition C26H71N10O5P4, computed with the ωB97M-V functional and the def2-TZVPD basis.

```
116
Properties=species:S:1:pos:R:3:forces:R:3:lowdin_charge:R:1
C -3.824 2.070 3.805 0.0 -0.1 -0.8 -0.04
C -4.208 1.381 2.667 0.1 0.3 0.6 -0.19
C -3.185 0.595 1.919 0.6 1.7 -1.1 -0.30
P -3.357 0.589 0.049 -0.2 -0.4 0.0 0.84
N -1.689 1.249 -0.264 -0.4 0.1 -0.1 -0.28
C -1.555 2.698 -0.172 1.0 -0.4 0.1 -0.34
C -0.531 3.184 0.874 -0.5 0.7 0.0 -0.21
C -0.930 4.592 1.363 0.4 0.0 -0.3 -0.27
C 0.272 5.513 1.595 -0.6 0.3 0.0 -0.13
C -5.161 -0.047 0.148 -0.2 0.4 -0.4 -0.91
O -5.934 0.475 -0.676 -0.1 0.4 -0.4 -0.14
O -5.450 -0.930 0.977 0.2 -0.8 0.7 -0.13
H -3.129 2.897 3.656 1.5 -1.2 0.5 0.02
H -4.116 1.782 4.810 -1.5 1.3 -0.1 0.03
H -5.229 1.418 2.291 -0.4 -1.6 0.9 0.09
H -2.205 0.977 2.226 0.0 -0.1 0.0 0.06
H -3.253 -0.434 2.277 -0.4 0.0 -0.1 0.10
H -2.995 -0.612 -0.610 0.3 -0.1 0.2 0.03
H -3.840 1.663 -0.752 0.1 0.2 0.1 0.03
H -0.972 0.780 0.278 0.1 0.0 0.0 0.04
H -2.507 3.189 0.052 -0.2 -0.2 -0.1 0.08
H -1.201 3.064 -1.146 -0.3 0.3 0.0 0.10
H 0.465 3.281 0.437 0.1 -0.4 0.0 0.09
H -0.491 2.495 1.720 0.1 0.0 0.0 0.10
H -1.525 5.062 0.573 -0.1 0.0 0.1 0.10
H -1.573 4.540 2.245 0.1 -0.1 0.0 0.09
H 1.045 5.062 2.217 0.1 0.0 0.0 0.06
H -0.067 6.446 2.056 0.1 0.0 0.2 0.06
H 0.674 5.809 0.622 0.3 -0.2 0.1 0.07
O 3.188 1.850 0.256 -1.3 2.2 -1.4 -0.28
P 4.504 2.408 -0.134 3.9 -3.3 2.3 0.63
N 5.159 1.181 -1.130 -0.3 0.2 -0.3 -0.29
C 6.554 1.042 -1.500 0.3 0.2 -0.2 -0.13
C 4.304 0.771 -2.244 -0.5 -0.2 0.0 -0.12
N 5.303 2.411 1.389 -0.1 -0.1 0.1 -0.33
C 6.642 1.889 1.575 0.3 0.4 -0.1 -0.15
C 4.478 2.099 2.551 -0.2 -0.1 0.0 -0.13
N 5.463 3.722 -0.717 -2.4 1.1 -0.3 -0.28
C 5.483 4.918 0.156 0.2 0.1 0.2 -0.12
C 4.989 4.191 -2.043 0.3 -0.4 -0.3 -0.13
H 6.896 1.799 -2.223 0.0 0.0 0.0 0.08
H 6.691 0.061 -1.962 -0.1 0.0 0.0 0.07
H 7.227 1.060 -0.650 -0.1 0.2 0.0 0.04
H 4.302 1.503 -3.065 0.1 -0.1 0.0 0.07
H 3.274 0.633 -1.920 0.0 0.1 0.1 0.08
H 4.646 -0.183 -2.650 0.1 0.0 0.1 0.07
H 6.685 0.798 1.467 0.1 0.0 0.0 0.09
H 7.000 2.142 2.576 -0.1 0.0 0.1 0.08
H 7.350 2.354 0.887 -0.1 -0.1 -0.1 0.07
H 4.285 1.024 2.649 0.0 0.0 0.0 0.09
H 3.522 2.612 2.505 0.0 -0.1 -0.1 0.07
H 4.985 2.441 3.458 0.1 0.0 -0.1 0.08
H 4.479 5.297 0.372 0.0 0.1 0.0 0.09
H 6.051 5.707 -0.339 -0.1 0.0 -0.2 0.08
H 5.982 4.714 1.097 -0.1 -0.2 0.0 0.07
H 3.934 4.480 -2.031 0.0 0.1 0.0 0.09
H 5.126 3.418 -2.800 0.0 -0.1 0.1 0.06
H 5.576 5.050 -2.363 0.0 0.0 0.1 0.08
O -9.383 -1.952 5.386 -1.4 -2.4 -0.8 -0.30
P -9.973 -1.288 4.192 1.8 5.3 0.1 0.63
N -8.634 -0.880 3.243 -0.2 -0.5 -0.1 -0.28
C -8.630 0.093 2.157 -0.2 0.2 -0.3 -0.11
C -7.726 -1.986 2.913 0.4 -0.3 0.5 -0.12
N -10.643 0.115 4.948 0.1 0.0 0.2 -0.33
C -10.457 1.450 4.416 -0.4 0.1 -0.3 -0.15
C -10.611 0.149 6.402 0.1 -0.1 0.1 -0.15
N -11.176 -1.250 2.946 -0.7 -2.4 1.1 -0.28
C -12.577 -1.194 3.418 -0.1 0.3 0.0 -0.14
C -11.083 -2.448 2.075 0.4 0.2 -0.4 -0.13
H -9.155 -0.248 1.256 0.0 0.0 0.0 0.09
H -7.597 0.284 1.866 0.0 -0.2 0.0 0.07
H -9.046 1.050 2.454 -0.1 -0.1 0.0 0.04
H -8.128 -2.644 2.131 0.1 0.1 -0.1 0.07
H -7.517 -2.600 3.790 -0.2 0.1 0.1 0.07
H -6.776 -1.591 2.554 -0.1 0.1 -0.2 0.05
H -9.420 1.797 4.507 0.0 0.0 0.0 0.09
H -11.097 2.155 4.956 0.0 -0.1 0.1 0.07
H -10.771 1.511 3.374 0.1 -0.1 0.0 0.07
H -9.619 0.408 6.794 0.0 0.0 0.1 0.08
H -10.901 -0.808 6.826 0.1 -0.1 0.0 0.06
H -11.327 0.894 6.765 0.0 0.1 -0.1 0.07
H -12.824 -2.014 4.100 -0.1 0.0 0.0 0.08
H -13.244 -1.250 2.556 0.1 -0.1 -0.1 0.07
H -12.789 -0.256 3.919 0.2 0.0 0.1 0.07
H -11.166 -3.382 2.640 -0.1 0.0 0.0 0.08
H -10.141 -2.456 1.529 0.1 0.0 0.1 0.06
H -11.877 -2.426 1.330 0.0 0.1 0.0 0.08
O 6.416 -2.581 -3.109 0.1 2.3 -1.8 -0.29
P 6.916 -3.438 -4.213 0.6 -5.3 2.2 0.63
N 5.626 -4.539 -4.447 -0.2 0.5 -0.3 -0.29
C 5.719 -5.806 -5.148 0.1 -0.1 -0.4 -0.13
C 4.322 -3.916 -4.679 -0.2 0.3 0.3 -0.13
N 8.214 -4.238 -3.419 -0.1 0.1 0.2 -0.32
C 8.412 -5.673 -3.479 0.3 -0.1 -0.4 -0.15
C 8.562 -3.743 -2.092 -0.1 0.1 0.1 -0.13
N 7.658 -3.610 -5.762 -0.2 2.7 0.0 -0.28
C 9.050 -3.112 -5.849 0.3 -0.2 0.0 -0.12
C 6.896 -2.886 -6.812 -0.4 -0.4 -0.1 -0.12
H 5.822 -5.704 -6.239 0.0 0.0 0.0 0.08
H 4.807 -6.376 -4.959 -0.1 0.1 0.0 0.08
H 6.532 -6.424 -4.788 0.1 0.1 -0.1 0.04
H 4.215 -3.510 -5.694 -0.1 -0.1 0.0 0.07
H 4.155 -3.104 -3.974 0.1 0.0 0.0 0.07
H 3.525 -4.644 -4.527 0.1 -0.1 0.0 0.08
H 7.638 -6.225 -2.932 0.0 0.0 0.0 0.09
H 9.380 -5.929 -3.040 0.0 0.1 0.1 0.08
H 8.458 -6.027 -4.509 -0.1 0.0 0.0 0.07
H 7.868 -4.094 -1.319 0.0 0.0 0.0 0.09
H 8.575 -2.657 -2.067 -0.1 0.0 0.0 0.07
H 9.567 -4.083 -1.830 0.0 -0.1 -0.1 0.08
H 9.141 -2.066 -5.542 0.0 0.0 -0.1 0.09
H 9.393 -3.201 -6.881 -0.2 0.1 -0.1 0.08
H 9.722 -3.708 -5.241 -0.1 0.0 0.2 0.07
H 6.771 -1.824 -6.580 0.1 0.0 -0.1 0.09
H 5.910 -3.327 -6.951 0.0 0.0 0.1 0.06
H 7.413 -2.969 -7.766 0.1 0.0 0.0 0.08
```
Positions in Å, forces in eV/Å.

Results
* orbital gap: 4.98 eV
* strongest force on any atom: 0.11215 hartree/bohr
* highest occupied orbital energy: -0.1248 hartree
* charge: -1

2.
4 unconnected molecules or ions with the total composition C26H72BrF2N12O4P3Si, computed with the ωB97M-V functional and the def2-TZVPD basis.

```
121
Properties=species:S:1:pos:R:3:forces:R:3:lowdin_charge:R:1
C 3.934 -1.258 -0.244 0.6 0.9 0.4 -0.10
C 3.967 -0.858 -1.794 1.1 -0.2 1.1 -0.36
F 3.845 0.577 -1.898 0.0 -1.3 0.0 -0.12
Si 2.689 -1.831 -2.889 0.9 -0.5 -0.2 0.68
C 3.779 -3.172 -3.798 -0.5 -0.9 0.4 -0.23
C 4.008 -4.364 -2.722 -0.4 1.4 -0.8 -0.22
F 5.146 -5.171 -3.071 -1.6 1.0 0.7 -0.10
C 1.920 -0.789 -4.294 -0.5 1.1 -1.1 -0.24
C 1.428 0.660 -3.889 -1.0 0.3 3.3 -0.76
O 1.077 1.054 -2.774 1.4 -1.7 -4.0 -0.04
Br 1.344 2.029 -5.363 0.1 -0.8 0.4 0.59
C 1.438 -2.844 -1.850 -0.4 0.1 0.2 -0.19
C 0.131 -2.059 -1.374 -1.4 -1.2 0.6 -0.65
N -0.807 -3.111 -0.797 1.1 -0.1 0.1 0.03
N -0.644 -1.418 -2.482 0.6 -0.7 -0.2 0.06
N 0.377 -1.131 -0.222 -0.6 -0.8 -1.5 0.08
H 4.178 -0.297 0.347 -0.4 -1.4 -0.9 0.09
H 2.930 -1.618 0.145 1.3 0.3 -0.6 0.05
H 4.798 -1.977 0.010 -1.5 0.8 -0.4 0.09
H 5.029 -1.114 -2.167 -1.6 0.5 0.4 0.12
H 3.126 -3.562 -4.653 1.2 0.4 0.9 0.08
H 4.755 -2.735 -4.189 -1.2 -0.7 0.5 0.09
H 3.040 -4.984 -2.701 1.8 0.6 0.1 0.12
H 4.158 -3.843 -1.705 0.2 -1.3 -1.3 0.10
H 2.652 -0.676 -5.177 -1.1 -0.2 1.3 0.09
H 1.005 -1.379 -4.678 1.3 1.1 0.5 0.10
H 1.135 -3.765 -2.478 0.2 1.5 0.8 0.10
H 1.930 -3.289 -0.907 -0.7 0.8 -1.4 0.10
H -1.219 -3.668 -1.560 0.4 0.5 0.4 0.06
H -0.183 -3.765 -0.294 -0.7 0.4 0.0 0.07
H -1.445 -0.893 -2.108 0.6 -0.4 0.0 0.08
H -1.036 -2.162 -3.093 0.3 0.7 0.5 0.08
H -0.580 -0.925 0.119 1.0 0.1 -0.1 0.08
H 0.856 -0.277 -0.538 -0.5 -0.3 0.1 0.07
O -2.730 -2.271 -7.139 0.0 2.0 -3.8 -0.28
P -4.211 -1.842 -7.211 -1.2 -3.6 7.0 0.79
N -4.074 -0.880 -5.813 0.6 1.0 1.5 -0.34
C -4.622 -0.989 -4.482 -0.4 0.0 0.0 -0.14
C -3.325 0.364 -5.962 0.1 -0.1 -0.6 -0.12
N -4.785 -3.450 -7.052 0.3 -1.8 -0.7 -0.32
C -5.463 -4.068 -5.922 -0.8 0.4 0.1 -0.13
C -3.949 -4.480 -7.686 0.5 0.3 0.0 -0.16
N -5.909 -1.320 -7.403 0.3 1.1 -4.2 -0.33
C -6.031 -0.240 -8.383 -0.1 -0.1 -0.1 -0.16
C -6.978 -1.200 -6.437 0.4 0.3 0.9 -0.14
H -5.353 -0.191 -4.296 0.0 0.0 0.2 0.08
H -3.840 -0.896 -3.720 0.1 0.0 -0.1 0.07
H -5.122 -1.930 -4.281 0.0 -0.1 -0.2 0.05
H -3.975 1.166 -6.329 0.0 0.3 0.1 0.07
H -2.501 0.247 -6.672 -0.1 0.0 0.0 0.07
H -2.872 0.692 -5.021 -0.1 -0.2 0.0 0.08
H -5.014 -3.801 -4.963 -0.1 0.1 0.1 0.07
H -5.426 -5.159 -5.961 0.3 0.1 -0.3 0.08
H -6.530 -3.844 -5.930 0.0 0.1 0.3 0.07
H -3.132 -4.790 -7.022 0.1 0.0 -0.1 0.08
H -3.514 -4.122 -8.620 0.0 0.0 0.2 0.07
H -4.535 -5.368 -7.942 -0.3 0.2 0.2 0.08
H -5.824 0.737 -7.928 -0.1 0.1 -0.1 0.07
H -7.035 -0.210 -8.823 0.0 0.0 0.1 0.08
H -5.325 -0.381 -9.208 0.0 0.0 0.0 0.07
H -7.047 -0.187 -6.013 0.0 0.0 0.0 0.08
H -6.920 -1.887 -5.601 0.2 0.0 0.0 0.05
H -7.931 -1.414 -6.930 0.2 0.0 -0.3 0.10
O 1.718 -2.645 3.146 -3.9 -1.9 0.3 -0.28
P 1.347 -2.316 4.607 7.1 3.6 0.7 0.80
N 1.405 -0.638 4.320 0.1 1.6 -0.8 -0.33
C 2.291 0.409 4.766 0.1 0.1 0.4 -0.13
C 0.309 -0.084 3.532 -0.3 -0.6 0.0 -0.12
N 2.741 -3.092 5.237 1.0 -1.7 -0.1 -0.32
C 3.919 -2.495 5.850 -0.3 0.4 0.8 -0.13
C 3.182 -4.285 4.499 -0.2 0.1 -0.5 -0.16
N 0.834 -2.008 6.292 -3.4 -2.7 0.0 -0.33
C -0.616 -2.139 6.443 0.1 -0.1 0.1 -0.16
C 1.325 -1.069 7.274 0.3 0.9 -0.5 -0.14
H 1.767 1.096 5.444 0.1 0.1 0.0 0.08
H 2.661 1.005 3.924 -0.1 -0.1 -0.1 0.07
H 3.174 0.058 5.290 0.0 -0.2 0.0 0.05
H -0.546 0.156 4.173 -0.1 0.3 0.0 0.07
H -0.030 -0.794 2.771 0.1 0.0 0.1 0.06
H 0.600 0.823 2.993 0.2 0.0 0.2 0.08
H 4.270 -1.609 5.316 0.0 0.1 0.1 0.07
H 4.771 -3.178 5.864 -0.3 -0.2 -0.2 0.08
H 3.746 -2.274 6.904 0.1 0.3 0.0 0.07
H 3.817 -4.011 3.647 -0.1 -0.2 -0.1 0.08
H 2.333 -4.858 4.124 0.1 0.2 -0.1 0.07
H 3.750 -4.964 5.141 -0.1 0.3 0.2 0.08
H -1.132 -1.213 6.158 -0.2 0.0 0.1 0.07
H -0.890 -2.384 7.475 0.1 0.1 0.0 0.08
H -1.002 -2.945 5.811 0.0 0.0 0.0 0.07
H 0.764 -0.123 7.265 0.0 0.0 0.0 0.08
H 2.374 -0.814 7.181 0.0 -0.1 -0.2 0.05
H 1.215 -1.506 8.272 -0.2 -0.2 -0.1 0.10
O -0.928 4.169 4.223 -3.2 2.4 -1.8 -0.28
P -0.142 5.447 3.862 6.5 -3.3 3.3 0.79
N 0.904 4.597 2.820 0.8 -1.3 -1.1 -0.34
C 2.308 4.273 2.881 0.3 0.3 0.0 -0.13
C 0.326 4.153 1.556 -0.5 0.3 0.2 -0.13
N 0.351 5.718 5.481 -0.7 0.1 1.8 -0.32
C 1.678 5.581 6.066 0.5 0.6 -0.4 -0.13
C -0.628 5.332 6.508 -0.3 -0.4 -0.3 -0.16
N 0.671 6.978 3.424 -3.6 2.3 -0.9 -0.33
C -0.081 7.712 2.405 0.0 0.1 0.1 -0.16
C 2.073 7.304 3.297 0.5 -0.8 -0.4 -0.14
H 2.866 4.816 2.106 0.1 -0.1 0.0 0.08
H 2.479 3.204 2.714 -0.1 -0.1 0.0 0.07
H 2.781 4.503 3.830 -0.1 0.1 0.1 0.05
H 0.384 4.947 0.802 0.1 -0.1 -0.3 0.07
H -0.726 3.880 1.676 0.1 0.0 0.1 0.07
H 0.828 3.265 1.159 0.1 0.1 0.2 0.08
H 2.197 4.682 5.728 0.1 0.0 -0.1 0.07
H 1.646 5.502 7.155 -0.4 0.0 -0.1 0.08
H 2.282 6.472 5.889 0.2 -0.1 -0.2 0.07
H -0.550 4.263 6.746 -0.2 0.0 0.0 0.08
H -1.649 5.536 6.183 0.1 -0.1 0.0 0.07
H -0.482 5.897 7.432 0.3 0.1 -0.2 0.08
H 0.152 7.346 1.396 0.0 0.1 -0.1 0.07
H 0.137 8.785 2.442 0.1 -0.1 0.0 0.08
H -1.160 7.600 2.559 0.0 0.0 0.0 0.07
H 2.439 7.184 2.267 0.0 0.0 0.0 0.08
H 2.736 6.731 3.935 -0.2 -0.2 0.0 0.05
H 2.224 8.351 3.579 -0.3 0.0 0.0 0.10
```
Positions in Å, forces in eV/Å.

Results
* orbital gap: 5.93 eV
* strongest force on any atom: 0.15511 hartree/bohr
* highest occupied orbital energy: -0.2678 hartree
* charge: 0